No. 1
Molecular formula: C44H44MnN8O2PS3
Method: DFT, the ωB97M-V functional and the def2-TZVPD basis

Geometry (Å):
Mn1 1.105956 0.300090 0.168756
C1 4.934856 1.127690 -1.955144
C2 3.677056 1.351090 -1.170044
N1 2.927856 0.305990 -0.857644
N2 3.443956 -0.883510 -1.245344
C3 2.880256 -1.968310 -0.855244
S1 1.436856 -1.949710 0.121456
S2 3.508956 -3.525110 -1.235744
C4 4.471656 -3.139010 -2.760944
C5 3.561556 -3.224710 -3.942844
C6 2.875056 -2.109210 -4.409644
C7 2.032556 -2.220610 -5.501744
C8 1.848056 -3.443710 -6.124844
C9 2.518156 -4.561210 -5.655744
C10 3.368456 -4.451010 -4.570344
C11 3.362156 2.690190 -0.746744
C12 4.217356 3.759190 -1.073444
C13 3.957056 5.052090 -0.691444
C14 2.818656 5.338690 0.059656
C15 1.960156 4.331090 0.417956
C16 2.197456 2.993890 0.032456
O1 1.367556 2.075990 0.418956
H1 4.908156 0.165590 -2.455644
H2 5.786056 1.131190 -1.276144
H3 5.087856 1.904390 -2.696444
H4 5.261456 -3.886310 -2.797344
H5 4.888856 -2.148010 -2.609444
H6 2.999156 -1.148910 -3.928344
H7 1.525156 -1.344010 -5.874744
H8 1.185156 -3.524310 -6.973744
H9 2.386656 -5.515310 -6.142144
H10 3.896056 -5.317010 -4.199844
H11 5.125656 3.566490 -1.615944
H12 4.624556 5.844690 -0.986344
H13 2.611856 6.352490 0.358356
H14 1.071556 4.535690 0.996156
C17 0.746956 -1.149710 5.432756
N3 2.114656 -0.883210 4.809156
C18 2.551856 0.509690 5.259256
N4 1.586656 1.477890 4.907556
C19 0.293556 1.179490 5.501256
N5 -0.171444 -0.134110 5.086856
C20 -0.580244 -0.165010 3.699556
P1 0.830856 0.239090 2.550256
C21 2.052056 -0.969410 3.331156
C22 1.494356 1.718790 3.482256
H15 0.883156 -1.183310 6.518856
H16 0.394556 -2.121510 5.074956
H17 2.786156 -1.574410 5.156556
H18 3.514956 0.738190 4.792856
H19 2.670856 0.482290 6.346856
H20 -0.427744 1.932690 5.179956
H21 0.375756 1.213790 6.591456
H22 -1.387444 0.555990 3.544956
H23 -0.965744 -1.154010 3.438556
H24 3.044056 -0.753110 2.913956
H25 1.773756 -1.984410 3.024656
H26 0.850356 2.585090 3.309556
H27 2.486856 1.965290 3.088556
N6 -7.058344 6.631690 1.105056
C23 -6.339544 5.823490 0.732356
C24 -5.414744 4.850790 0.274156
C25 -4.301044 4.551290 1.059356
C26 -3.357444 3.656790 0.599656
C27 -3.513544 3.050990 -0.645644
C28 -4.641844 3.321790 -1.413144
C29 -5.587144 4.223690 -0.959944
N7 -2.478844 2.227090 -1.134544
C30 -2.073344 2.085490 -2.434144
C31 -0.945544 1.320090 -2.410144
N8 -0.659044 0.973690 -1.120144
C32 -1.599144 1.537590 -0.385844
H28 -4.171144 5.035890 2.015456
H29 -2.478844 3.448490 1.190256
H30 -4.785844 2.831090 -2.362344
H31 -6.452944 4.452890 -1.562344
H32 -2.566044 2.561690 -3.255044
H33 -0.331844 1.000590 -3.229444
H34 -1.697844 1.397790 0.672856
O2 -1.062544 -1.094410 0.927756
S3 -1.494244 -1.627510 -0.415944
C33 -3.261144 -1.248610 -0.473744
C34 -3.947444 -1.032410 0.706256
C35 -5.257744 -0.591010 0.657656
C36 -5.867744 -0.370910 -0.567044
C37 -5.175044 -0.599010 -1.746944
C38 -3.858744 -1.031610 -1.704844
C39 -1.593344 -3.423010 -0.269844
C40 -1.700444 -4.124010 -1.459344
C41 -1.703544 -5.506410 -1.431444
C42 -1.583244 -6.169910 -0.220544
C43 -1.454944 -5.457110 0.960256
C44 -1.453644 -4.072410 0.939856
H35 -3.447344 -1.201710 1.648156
H36 -5.795944 -0.414410 1.576256
H37 -6.886044 -0.015310 -0.597144
H38 -5.657544 -0.427010 -2.697644
H39 -3.301944 -1.195310 -2.616744
H40 -1.758344 -3.590510 -2.396044
H41 -1.784844 -6.060110 -2.353344
H42 -1.577944 -7.247810 -0.202544
H43 -1.348244 -5.982210 1.896456
H44 -1.322544 -3.492810 1.841556

Forces on atoms 1 to 6 (eV/Å):
0.47 -0.17 -1.61
-0.04 -0.19 -0.25
-0.13 -0.59 0.02
-0.80 0.85 0.47
0.68 -1.53 -0.50
0.21 1.43 -0.04

Net charge ... +2
Orbital gap (spin up / spin down) ... 6.071 / 7.073 eV
Energy relative to the best compared isomer or geometry (same formula, charge and spin) ... 153.7 kJ/mol
Spin multiplicity ... 5
Lowest unoccupied orbital energy (spin up / spin down) ... -6.29 / -5.37 eV
Expectation value of S² ... 6.105
HOMO (spin up / spin down) ... -0.454 / -0.457 hartree

No. 2
Molecular formula: C44H44N7O2STeV
Method: DFT, the ωB97M-V functional and the def2-TZVPD basis

Geometry (Å):
V1 -1.788181 1.120442 -0.193134
S1 -3.283999 1.226105 1.635091
C1 -3.414636 -0.390391 0.960755
N1 -4.467123 -1.092993 0.933500
N2 -4.430393 -2.302266 0.318702
C2 -5.523913 -3.151501 0.421665
C3 -5.364432 -4.497238 0.084897
C4 -6.447243 -5.357489 0.119955
C5 -7.701472 -4.899581 0.500724
C6 -7.852460 -3.563750 0.844190
C7 -6.781129 -2.686300 0.804809
N3 -2.138326 -0.795796 0.339274
N4 -2.051759 -0.695439 -0.997133
C8 -1.924158 -1.707900 -1.892639
C9 -1.738734 -3.046690 -1.507394
C10 -1.604565 -4.019021 -2.477098
C11 -1.641953 -3.680930 -3.826461
C12 -1.786367 -2.350941 -4.210657
C13 -1.910085 -1.363454 -3.255936
H1 -3.517328 -2.717996 0.189354
H2 -4.386122 -4.863250 -0.206456
H3 -6.306575 -6.397376 -0.146174
H4 -8.545910 -5.574232 0.533210
H5 -8.823233 -3.192332 1.147689
H6 -6.900669 -1.647478 1.075240
H7 -1.632447 -3.288997 -0.457058
H8 -1.452672 -5.049570 -2.184541
H9 -1.538576 -4.452572 -4.577201
H10 -1.793690 -2.088127 -5.259911
H11 -2.013710 -0.320585 -3.527869
N5 -6.015442 6.263459 -2.554753
C14 -4.897438 5.824723 -3.187951
O1 -4.463885 6.326590 -4.202203
C15 -4.216024 4.640068 -2.559363
C16 -4.895582 3.664912 -1.839712
C17 -4.177684 2.611439 -1.308555
N6 -2.848837 2.519586 -1.423134
C18 -2.199489 3.433428 -2.157357
C19 -2.846742 4.501172 -2.743657
H12 -6.449513 7.098709 -2.910687
H13 -6.234183 5.973881 -1.618743
H14 -5.968231 3.692484 -1.709402
H15 -4.665482 1.832538 -0.737191
H16 -1.131931 3.295766 -2.260582
H17 -2.303097 5.225132 -3.332745
C20 6.175809 -4.914675 3.027481
C21 5.144116 -3.952418 2.508639
C22 4.838231 -3.884960 1.157651
C23 3.883573 -3.000487 0.663061
C24 3.594730 -3.011067 -0.815120
C25 3.211062 -2.155050 1.555252
Te1 1.752495 -0.804297 0.804049
N7 -0.232138 1.764190 -0.213585
C26 0.723924 2.734780 -0.319340
O2 0.729694 3.729809 0.380100
C27 1.719015 2.553579 -1.430723
C28 1.620501 1.519483 -2.356003
C29 2.567099 1.396280 -3.363492
C30 3.615311 2.301029 -3.445663
C31 3.715957 3.336379 -2.523581
C32 2.768787 3.464329 -1.521882
C33 2.542965 0.959533 1.672491
C34 1.799375 1.703088 2.594886
C35 0.394642 1.370544 3.010574
C36 2.368333 2.853191 3.141772
C37 3.635691 3.283255 2.796753
C38 4.229989 4.527119 3.394462
C39 4.352122 2.533611 1.869687
C40 3.830299 1.383164 1.296256
C41 4.666660 0.641572 0.292632
C42 3.485105 -2.225245 2.928880
C43 2.775711 -1.365417 3.935488
C44 4.454133 -3.116814 3.376307
H18 6.735690 -5.370747 2.211667
H19 5.708662 -5.717512 3.601446
H20 6.885660 -4.413893 3.687114
H21 5.359542 -4.534453 0.462537
H22 4.314981 -3.639015 -1.339258
H23 3.629676 -2.006424 -1.239066
H24 2.596687 -3.405444 -1.021611
H25 0.807888 0.809100 -2.278834
H26 2.491435 0.586392 -4.077899
H27 4.357677 2.199021 -4.227178
H28 4.535855 4.040148 -2.586449
H29 2.830451 4.254387 -0.785535
H30 0.144994 0.323185 2.850283
H31 -0.314164 1.964762 2.428961
H32 0.240639 1.612525 4.062992
H33 1.786342 3.429439 3.852862
H34 3.534670 5.006231 4.082481
H35 4.486134 5.249763 2.617523
H36 5.146419 4.300721 3.942765
H37 5.346445 2.857354 1.579440
H38 5.573289 1.202958 0.067873
H39 4.115548 0.491576 -0.637559
H40 4.959066 -0.344019 0.662646
H41 1.695079 -1.396557 3.785008
H42 3.076230 -0.319344 3.850441
H43 2.996513 -1.701016 4.948270
H44 4.670819 -3.159886 4.438691

Forces on atoms 1 to 6 (eV/Å):
0.72 -0.29 0.09
0.06 0.08 -0.02
0.29 -0.05 -0.19
-0.21 0.20 0.10
0.28 -0.01 -0.15
-0.11 -0.10 0.03

Orbital gap (spin up / spin down) ... 6.452 / 5.279 eV
Energy relative to the best compared isomer or geometry (same formula, charge and spin) ... 16.2 kJ/mol
Spin multiplicity ... 3
Lowest unoccupied orbital energy (spin up / spin down) ... -0.77 / -1.96 eV
Expectation value of S² ... 2.055
HOMO (spin up / spin down) ... -0.265 / -0.266 hartree